The following is a DFT calculation (the ωB97M-V functional and the def2-TZVPD basis) of C37H53BCdN10O5PS4 as an isolated structure at a distorted geometry.

XYZ file:
```
112
Properties=species:S:1:pos:R:3:forces:R:3:mulliken_spin:R:1
Cd -1.5445 -0.9602 -0.3859 -0.593 -0.567 0.625 0.153
C -2.4928 -0.8554 3.1596 0.085 -0.045 0.067 0.000
C -1.0189 -1.0837 3.2214 0.040 0.010 0.087 0.005
C -0.2910 -1.5567 4.3367 -0.125 0.038 -0.008 -0.001
C 0.9861 -1.7182 3.8753 0.023 0.051 -0.040 -0.001
N 1.0203 -1.3460 2.5721 0.018 0.014 -0.141 0.003
N -0.2212 -0.9407 2.1712 0.041 -0.153 0.098 0.070
B 2.2191 -1.6238 1.6425 -0.191 0.112 -0.150 0.027
N 2.8038 -0.3893 0.8979 0.071 -0.082 0.154 0.012
C 4.1079 -0.2026 0.5999 -0.059 0.024 -0.037 0.000
C 4.2002 0.8667 -0.2584 -0.083 0.011 -0.091 -0.001
C 2.8630 1.2770 -0.4476 0.082 0.101 0.050 0.013
C 2.3816 2.4044 -1.3067 0.037 -0.076 0.039 0.007
N 2.0316 0.5135 0.2462 0.100 -0.100 0.065 0.001
N 1.8686 -2.7098 0.5762 -0.048 0.164 0.108 -0.011
C 2.7594 -3.4261 -0.1400 0.001 0.062 -0.006 0.006
C 2.0647 -4.1600 -1.0722 -0.065 -0.043 -0.073 -0.005
C 0.7149 -3.8045 -0.8684 -0.031 0.009 0.038 0.025
C -0.4825 -4.2671 -1.6404 0.118 0.000 0.059 -0.010
N 0.6082 -2.9331 0.1319 0.185 -0.136 -0.288 -0.009
N 3.3431 -2.2190 2.5393 0.071 -0.006 -0.103 0.001
C 3.5185 -3.5216 2.8503 -0.005 0.062 0.016 0.000
C 4.4550 -3.5960 3.8546 0.053 0.065 0.086 0.000
C 4.7969 -2.2498 4.1125 0.005 -0.074 0.039 0.000
C 5.7502 -1.7112 5.1338 -0.036 -0.005 -0.024 0.000
N 4.1209 -1.4310 3.3244 -0.100 -0.168 -0.090 0.000
H -2.8497 -0.3818 4.0783 0.002 -0.005 -0.035 0.000
H -2.7892 -0.2498 2.3082 -0.027 -0.014 -0.005 -0.003
H -3.0138 -1.8074 3.0348 0.008 0.017 -0.018 0.003
H -0.6642 -1.7617 5.3282 0.009 0.007 -0.050 0.000
H 1.8653 -2.0689 4.3911 -0.025 0.039 -0.053 0.001
H 4.8784 -0.8219 1.0271 -0.065 0.019 0.022 0.000
H 5.0917 1.2934 -0.6914 -0.011 -0.004 0.039 0.000
H 2.9090 3.3295 -1.0623 -0.020 0.009 -0.010 0.000
H 2.5607 2.1900 -2.3649 -0.003 0.022 0.020 0.000
H 1.3150 2.5704 -1.1767 -0.002 -0.026 0.008 -0.005
H 3.8190 -3.3578 0.0556 -0.057 0.000 0.017 0.000
H 2.4633 -4.8497 -1.8010 -0.020 0.041 0.024 -0.001
H -0.2033 -5.0799 -2.3146 0.010 0.003 -0.001 0.001
H -1.2819 -4.6030 -0.9818 -0.002 0.005 -0.015 0.001
H -0.8995 -3.4499 -2.2339 -0.005 0.013 -0.017 0.032
H 2.9597 -4.2955 2.3485 0.018 0.065 0.025 0.000
H 4.8383 -4.4824 4.3353 -0.018 0.026 -0.025 0.000
H 6.5317 -2.4389 5.3563 0.021 0.014 0.002 0.000
H 6.2134 -0.7927 4.7737 -0.007 -0.014 -0.002 0.000
H 5.2333 -1.4782 6.0676 0.010 -0.010 0.004 0.000
O -8.2583 -3.2351 -2.0731 0.136 0.044 0.043 0.000
C -7.2359 -2.8603 -1.5230 -0.114 -0.039 -0.088 0.001
S -5.8960 -3.9109 -1.0955 0.016 -0.009 0.018 0.004
C -4.8624 -2.7158 -0.2911 -0.196 0.143 -0.185 0.016
C -5.3412 -1.4450 -0.2680 0.004 -0.205 -0.039 0.010
S -4.5641 -0.0471 0.3574 0.213 0.272 0.005 0.128
S -6.9117 -1.1989 -1.0540 0.009 -0.015 0.051 0.004
S -3.3387 -3.2814 0.2838 0.508 0.228 0.017 0.116
C 2.1644 -0.3941 -5.2389 -0.007 -0.165 -0.005 0.001
N 1.6076 -1.2188 -4.1754 0.085 0.059 0.041 0.001
C 2.1933 -0.9605 -2.8500 -0.043 0.117 -0.110 -0.046
C 0.2083 -1.3485 -4.1849 0.070 0.074 -0.044 0.047
O -0.4953 -0.9116 -3.2976 -0.205 -0.173 0.092 0.068
N -0.3184 -2.0005 -5.2768 -0.050 -0.067 -0.066 0.000
C -1.7616 -2.1539 -5.3583 0.119 0.059 -0.029 0.002
C 0.4521 -2.8532 -6.1554 -0.071 0.059 0.075 0.000
H 2.1690 0.6677 -4.9616 -0.018 0.014 0.008 0.000
H 1.5802 -0.5018 -6.1516 0.017 -0.001 -0.004 0.000
H 3.1933 -0.6934 -5.4517 0.021 0.005 -0.001 0.000
H 2.8896 -0.1209 -2.9040 -0.040 -0.039 -0.027 0.000
H 2.7310 -1.8353 -2.4914 0.047 -0.058 0.004 -0.001
H 1.4207 -0.7076 -2.1253 -0.018 0.008 -0.017 0.098
H -2.2268 -1.5778 -4.5655 0.000 0.021 0.020 -0.001
H -2.0409 -3.2049 -5.2380 -0.001 0.006 0.019 0.001
H -2.1316 -1.8030 -6.3259 0.020 -0.022 -0.018 0.000
H 1.4870 -2.8860 -5.8301 0.019 -0.005 0.016 0.000
H 0.4107 -2.5003 -7.1918 0.009 0.005 -0.011 0.000
H 0.0466 -3.8696 -6.1316 0.002 -0.013 0.004 0.000
C -0.0835 3.2087 -3.8386 0.024 -0.036 0.064 0.004
O -1.3907 2.9783 -3.3479 0.250 0.049 -0.142 0.010
P -1.5046 1.9466 -2.0483 -0.282 0.161 -0.034 0.138
O -1.3700 3.0502 -0.8574 0.255 0.094 -0.026 0.006
C -0.7918 2.6072 0.3916 -0.301 -0.018 -0.031 -0.095
O -3.1197 1.8693 -2.0909 -0.030 -0.075 -0.020 0.007
C -3.7400 0.8267 -2.8434 0.088 0.087 -0.049 0.012
H -0.1555 3.4793 -4.8929 -0.030 0.003 -0.016 0.002
H 0.5484 2.3151 -3.7458 -0.079 0.035 -0.008 0.000
H 0.4063 4.0262 -3.2981 -0.032 -0.022 0.010 0.000
H -0.1506 3.4185 0.7381 0.031 0.034 -0.022 0.007
H -1.5155 1.4229 2.0022 0.033 0.048 -0.008 -0.028
H -2.7415 1.8991 0.8408 0.009 -0.115 0.097 -0.079
H -4.7963 0.8390 -2.5936 -0.031 0.005 0.045 -0.003
H -3.3417 -0.1525 -2.5696 0.050 -0.034 0.024 0.034
H -3.6024 0.9986 -3.9168 0.005 0.017 0.024 0.000
C -3.2637 4.3347 1.5595 0.064 0.054 -0.035 0.002
C -2.3431 3.3949 2.3404 -0.015 -0.021 -0.047 0.020
C -3.1504 2.7513 3.4776 -0.094 0.011 -0.025 -0.004
C -1.8752 2.2609 1.4020 0.123 0.035 0.085 0.063
C -1.1384 4.1098 2.9473 -0.007 -0.050 0.026 0.000
C -0.9851 5.4919 2.9200 0.035 0.064 0.019 0.001
C 0.1296 6.1071 3.4865 -0.034 -0.049 -0.010 0.000
C 1.1167 5.3477 4.0918 -0.027 -0.049 -0.005 0.000
C 0.9822 3.9628 4.1221 -0.029 0.011 -0.018 0.000
C -0.1288 3.3568 3.5582 0.024 -0.048 0.016 -0.001
H -4.0914 3.7535 1.1482 0.025 0.014 0.005 0.000
H -2.7403 4.7981 0.7187 -0.039 -0.009 0.036 0.000
H -3.6823 5.1187 2.1992 0.020 -0.023 -0.022 0.000
H -3.9728 2.1623 3.0596 0.044 0.019 0.031 0.004
H -3.5634 3.5167 4.1429 0.010 -0.020 -0.027 0.000
H -2.5245 2.0820 4.0709 -0.024 0.010 -0.015 0.000
H -0.1617 1.7288 0.2349 0.025 -0.032 -0.090 0.133
H -1.7357 6.1082 2.4409 0.032 -0.030 0.013 0.000
H 0.2262 7.1859 3.4415 -0.013 0.002 0.005 0.000
H 1.9872 5.8236 4.5277 -0.003 -0.005 -0.011 0.000
H 1.7518 3.3480 4.5742 -0.018 0.014 -0.020 0.000
H -0.1990 2.2722 3.5715 -0.002 0.087 0.000 0.001
```
Forces are in eV/Å.

Summary:
LUMO level (spin up / spin down): 3.852 / 3.850 eV
Multiplicity: 2
Total charge: -2
Orbital gap (spin up / spin down): 4.302 / 4.836 eV
Expectation value of S²: 0.758

---

The following is a DFT calculation (the ωB97M-V functional and the def2-TZVPD basis) of C4H5NO in the gas phase at a distorted geometry.

XYZ file:
```
11
Properties=species:S:1:pos:R:3:forces:R:3:nbo_charge:R:1
C 0.4714 -1.3013 0.8661 -0.151 0.053 0.028 -0.327
C -0.6154 -0.5843 0.5951 0.123 -0.176 -0.074 -0.249
C -0.6196 0.8838 0.3269 0.021 -0.036 0.305 -0.099
O -0.5064 1.0193 -1.1368 0.254 0.184 -0.250 -0.482
C 0.6924 0.7428 -1.5332 0.832 -0.021 -0.273 0.545
N 1.7887 0.5240 -1.8494 -1.034 0.141 0.196 -0.421
H 1.4293 -0.8715 1.1518 -0.178 0.076 -0.231 0.206
H 0.4273 -2.3822 0.7784 0.009 0.081 0.301 0.208
H -1.5398 -1.0953 0.3386 0.078 0.017 -0.010 0.209
H -1.5571 1.3852 0.5748 0.152 -0.136 -0.091 0.211
H 0.2224 1.4313 0.7590 -0.104 -0.184 0.098 0.200
```
Forces are in eV/Å.

Summary:
SMILES: C=CCOC#N
LUMO level: 0.821 eV
Total charge: 0
Orbital gap: 11.593 eV

---

The following is a DFT calculation (the ωB97M-V functional and the def2-TZVPD basis) of C3H4O3 in the gas phase at a distorted geometry.

XYZ file:
```
10
Properties=species:S:1:pos:R:3:forces:R:3:nbo_charge:R:1
O 2.4071 -0.2153 -0.0458 -2.923 1.083 -0.151 -0.543
C 1.1924 -0.0864 -0.0986 0.294 -1.463 -0.302 0.761
C 0.1588 1.0702 -0.0582 2.185 1.580 0.521 -0.211
O -1.1395 0.4906 -0.2246 0.951 2.439 -0.338 -0.500
C -0.9904 -0.8093 0.0584 -0.506 -4.450 0.462 0.228
O 0.3571 -1.1659 -0.2468 0.966 -0.224 0.675 -0.509
H 0.4584 1.8101 -0.8668 -0.898 -0.865 0.908 0.235
H 0.3658 1.5656 0.9503 -0.869 -0.413 -1.116 0.213
H -1.2551 -1.1178 1.1515 0.655 0.787 -1.488 0.144
H -1.5547 -1.5418 -0.6195 0.145 1.526 0.830 0.181
```
Forces are in eV/Å.

Summary:
SMILES: O=C1COCO1
LUMO level: 0.747 eV
Total charge: 0
Orbital gap: 11.518 eV

---

The following is a DFT calculation (the ωB97M-V functional and the def2-TZVPD basis) of C13H20PtS3Sb2 as an isolated structure at a distorted geometry.

XYZ file:
```
39
Properties=species:S:1:pos:R:3:forces:R:3:nbo_charge:R:1
Pt 0.2739 0.4735 -0.4926 0.055 -0.194 -0.937 0.204
C 4.1707 -0.4217 -0.5998 0.156 0.012 -0.105 -0.997
Sb 2.5755 0.2880 0.5818 -0.111 -0.194 0.049 1.242
C 2.6476 -1.0983 2.1689 0.006 -0.104 0.136 -0.997
C 3.5029 1.9785 1.4776 0.039 0.229 -0.014 -0.757
C 3.7140 3.0628 0.4547 -0.085 -0.077 0.153 -0.066
C 4.9236 3.1046 -0.2394 -0.024 -0.014 -0.060 -0.204
C 5.1689 4.0555 -1.2164 0.001 -0.019 0.030 -0.216
C 4.1908 4.9951 -1.5076 -0.015 -0.007 0.028 -0.208
C 2.9927 4.9692 -0.8137 -0.030 -0.003 -0.060 -0.205
C 2.7221 4.0151 0.1692 -0.097 0.130 0.052 -0.024
C 1.3961 4.0836 0.8774 0.331 -0.175 -0.075 -0.767
Sb -0.3207 3.0905 -0.0519 -0.916 1.091 0.340 0.920
C 0.7991 2.3620 -1.9028 0.605 -1.084 0.485 -0.942
C -0.9054 2.0585 1.7512 0.196 0.066 -0.002 -0.972
H 4.3057 0.2233 -1.4668 0.016 -0.023 0.013 0.245
H 3.9267 -1.4284 -0.9368 0.016 0.022 -0.007 0.248
H 5.0872 -0.4402 -0.0097 -0.011 -0.031 -0.037 0.231
H 3.5638 -0.9655 2.7439 -0.020 -0.032 -0.007 0.232
H 2.6160 -2.1051 1.7536 -0.013 0.014 0.032 0.248
H 1.7800 -0.9599 2.8115 0.024 -0.014 0.009 0.246
H 4.4487 1.6018 1.8703 0.027 0.116 0.006 0.238
H 2.8916 2.3098 2.3168 0.011 -0.056 -0.006 0.241
H 5.6890 2.3733 0.0001 -0.016 0.028 0.004 0.208
H 6.1193 4.0705 -1.7334 -0.010 -0.007 -0.007 0.218
H 4.3662 5.7556 -2.2577 -0.012 -0.020 0.000 0.218
H 2.2336 5.7125 -1.0356 0.024 0.006 0.019 0.209
H 1.0696 5.1219 0.9152 0.035 0.034 0.059 0.236
H 1.4468 3.7179 1.9038 0.003 -0.004 -0.046 0.226
H 0.5471 3.3116 -2.3601 -0.024 -0.010 -0.059 0.256
H 0.4262 1.5263 -2.4896 0.024 0.271 -0.566 0.256
H 1.8589 2.2538 -1.7081 0.140 0.360 -0.414 0.226
H -1.1832 2.9433 2.3262 -0.120 -0.215 0.355 0.222
H -0.1187 1.4872 2.2349 -0.022 0.060 0.152 0.214
H -1.7585 1.4231 1.5369 -0.094 0.070 0.097 0.250
S -3.0209 -2.5739 -0.9908 -0.266 -0.274 -0.080 0.014
C -1.8408 -1.4920 -0.9103 0.549 0.393 0.053 -0.535
S -1.9076 0.2205 -1.2614 -0.228 0.052 -0.063 -0.111
S -0.1717 -1.7587 -0.4334 -0.146 -0.397 0.474 -0.049
```
Forces are in eV/Å.

Summary:
LUMO level: -0.445 eV
Total charge: 0
Orbital gap: 7.527 eV

---

The following is a DFT calculation (the ωB97M-V functional and the def2-TZVPD basis) of C15H30BF4NOP2Zr as an isolated structure at a distorted geometry.

XYZ file:
```
55
Properties=species:S:1:pos:R:3:forces:R:3:nbo_charge:R:1
Zr -1.3280 -0.9273 0.8672 4.054 -0.423 -3.078 1.952
P 3.2672 -0.1004 -0.2931 0.217 0.845 5.812 1.404
P -2.7264 1.1184 1.7453 -0.691 1.164 0.016 0.795
N -1.6318 -0.7636 -1.0394 -0.219 -0.088 4.177 -0.964
H 3.5494 0.1391 1.1435 3.255 0.458 -2.601 -0.015
C 2.8502 -1.8020 -0.6988 0.052 -0.370 -0.128 -0.983
H 3.1260 -1.9920 -1.7436 -0.023 0.048 0.162 0.246
H 1.7735 -1.9697 -0.5724 0.247 0.202 0.012 0.277
H 3.3991 -2.5088 -0.0644 -0.077 0.273 -0.161 0.260
C 4.9550 0.2381 -0.8475 0.841 -0.286 -1.889 -1.030
H 5.2600 -0.5342 -1.5663 0.405 0.271 -0.171 0.220
H 5.6325 0.2215 0.0171 -0.482 -0.074 -0.373 0.250
H 5.0058 1.2252 -1.3272 0.148 -0.187 0.017 0.234
C 2.1893 1.0723 -1.1386 -0.071 0.444 -0.032 -0.990
H 2.6280 2.0770 -1.0899 -0.082 -0.251 -0.043 0.246
H 1.1936 1.0792 -0.6834 0.241 -0.200 -0.044 0.283
H 2.0821 0.7904 -2.1946 0.132 -0.034 0.210 0.261
C -4.1378 0.7033 2.8203 -0.300 -0.407 0.305 -0.923
H -4.0956 1.2979 3.7405 -0.093 -0.194 -0.217 0.242
H -4.1051 -0.3622 3.0804 -0.123 0.268 0.025 0.258
H -5.0762 0.9130 2.2936 0.204 -0.126 0.207 0.246
C -1.8716 2.4323 2.6821 0.541 0.158 0.231 -0.920
H -2.2835 2.4899 3.6974 0.195 0.031 -0.257 0.242
H -2.0081 3.3969 2.1766 0.055 -0.251 0.215 0.242
H -0.7973 2.2147 2.7440 -0.290 0.139 0.019 0.261
C -3.5151 2.0471 0.3794 -0.029 0.061 -0.454 -0.915
H -4.6048 1.9524 0.4538 0.262 0.088 -0.111 0.240
H -3.1834 1.6378 -0.5830 -0.127 0.126 0.220 0.275
H -3.2311 3.1043 0.4392 -0.166 -0.230 -0.076 0.236
C -1.5853 -0.6278 -2.3590 0.351 0.338 -2.209 0.159
C -1.7109 -1.5896 -4.6057 0.095 0.399 -0.103 -0.145
C -1.8582 -1.7286 -3.2346 0.203 0.646 0.513 -0.281
C -1.2039 0.6251 -2.9533 -0.212 -0.842 0.393 -0.281
C -1.0575 0.7374 -4.3261 -0.203 -0.337 -0.206 -0.197
C -1.3101 -0.3626 -5.1612 0.006 -0.028 0.071 -0.295
H -1.9094 -2.4441 -5.2556 0.058 0.259 0.140 0.199
H -2.1587 -2.6716 -2.7722 0.092 0.263 -0.213 0.212
H -1.0116 1.4648 -2.2777 -0.016 -0.255 -0.268 0.199
H -0.7455 1.6899 -4.7550 -0.087 -0.216 0.036 0.204
H -1.1993 -0.2622 -6.2424 -0.021 -0.041 0.325 0.206
C 2.0582 -0.1251 1.5938 -5.627 -1.431 -1.442 -0.137
O 0.6620 -0.4311 1.0978 -2.872 -0.004 0.977 -0.948
C 2.4189 -1.2664 2.5278 0.260 0.184 -0.017 -0.665
H 1.6695 -1.3486 3.3270 0.135 0.042 -0.046 0.212
H 3.4010 -1.1271 3.0030 -0.151 0.013 -0.104 0.211
H 2.4368 -2.2208 1.9907 -0.060 0.081 0.085 0.207
C 1.9590 1.2326 2.2756 0.392 -0.227 -0.246 -0.657
H 1.1902 1.2120 3.0596 0.131 -0.078 -0.022 0.197
H 1.6870 2.0056 1.5466 -0.005 0.002 0.065 0.200
H 2.9072 1.5283 2.7480 -0.164 -0.056 -0.113 0.217
F -2.8593 -2.4319 1.5866 0.652 -0.267 0.569 -0.548
B -1.7025 -3.0695 2.3470 0.262 0.673 -0.601 1.346
F -2.0151 -4.1885 2.9724 -0.055 -0.109 0.060 -0.490
F -0.7170 -3.1711 1.2674 -0.839 0.126 0.754 -0.522
F -1.2441 -1.9669 3.1440 -0.404 -0.593 -0.392 -0.530
```
Forces are in eV/Å.

Summary:
LUMO level: 0.201 eV
Total charge: 0
Orbital gap: 5.281 eV

---

The following is a DFT calculation (the ωB97M-V functional and the def2-TZVPD basis) of a 2-piece molecular cluster, C5H8O overall.

XYZ file:
```
14
Properties=species:S:1:pos:R:3:forces:R:3:nbo_charge:R:1
C -0.8646 0.8055 -0.5490 -0.048 0.126 -0.160 -0.384
C -1.2862 -0.2676 0.3947 -0.145 -0.127 0.068 -0.384
C 0.1620 0.1250 0.3118 0.091 -0.073 -0.039 -0.278
C 1.2833 -0.7501 -0.1602 -0.015 0.214 0.245 0.294
O 2.0993 -0.2452 0.7739 0.050 -0.139 -0.130 -0.461
C 1.1214 0.6669 1.3506 -0.072 0.173 0.164 -0.062
H -0.8375 0.5841 -1.6121 0.013 0.017 0.190 0.235
H -1.1080 1.8346 -0.2976 0.053 -0.172 -0.019 0.221
H -1.8254 0.0181 1.2940 0.114 -0.028 -0.140 0.221
H -1.5472 -1.2415 -0.0098 0.061 0.164 0.057 0.233
H 0.4302 -1.7509 -2.2784 -0.074 -0.052 -0.126 0.019
H -0.0105 -1.9045 -2.8634 0.017 0.004 0.021 -0.040
H 0.9323 0.4209 2.3992 0.011 0.032 -0.142 0.192
H 1.4508 1.7045 1.2463 -0.056 -0.137 0.011 0.192
```
Forces are in eV/Å.

Summary:
LUMO level: 0.892 eV
Total charge: 0
Orbital gap: 9.584 eV

---

| no. | electronic energy (eV) |
| --- | --- |
| 1 | -122244.6295 |
| 2 | -7764.5624 |
| 3 | -9317.2009 |
| 4 | -62632.0109 |
| 5 | -50987.3798 |
| 6 | -7357.0382 |